[1]
Below is a 32-piece molecular cluster, C5H70BrFNO33S overall in a non-equilibrium geometry, with properties calculated with the ωB97M-V functional and the def2-TZVPD basis.

Output
HOMO energy: -12.277 eV
LUMO: -0.225 Eh
orbital gap: 6.14 eV

ORCA input file:
```
! RIJCOSX wB97M-V def2-TZVPD def2/J DEFGRID3
* xyz 1 1
O 5.108 -2.750 1.325
C 4.437 -2.688 0.152
F 3.956 -3.976 -0.435
N 4.226 -1.341 -0.520
C 2.774 -1.171 -0.987
O 2.378 -1.770 -2.113
S 1.635 -0.073 0.047
C 0.798 -1.123 1.403
C 0.699 -2.713 1.013
C -0.077 -3.029 -0.403
Br -1.925 -3.832 -0.088
H 4.896 -1.238 -1.316
H 0.581 0.362 -0.774
H 1.543 -1.054 2.333
H -0.225 -0.679 1.758
H 0.141 -3.267 1.908
H 1.794 -3.151 0.918
H -0.116 -2.116 -1.148
H 0.556 -3.891 -0.935
O -0.674 -3.871 3.762
H 0.051 -3.958 4.399
H -1.253 -4.622 3.962
O 0.196 1.514 2.602
H 1.060 1.948 2.545
H -0.432 2.209 2.353
O -3.713 -6.777 -0.858
H -4.676 -6.700 -0.785
H -3.387 -5.909 -0.578
O -2.380 3.460 2.259
H -3.026 3.062 1.656
H -2.922 3.833 2.970
O -0.444 1.996 -2.015
H 0.350 2.075 -2.565
H -1.034 2.685 -2.355
O -3.455 6.199 2.979
H -2.591 6.633 2.922
H -4.083 6.894 2.730
O 3.690 -6.756 -2.050
H 2.957 -7.072 -1.501
H 3.923 -5.900 -1.659
O -4.183 -2.752 -2.598
H -4.116 -3.605 -3.053
H -3.630 -2.863 -1.810
O 2.875 1.573 3.918
H 3.600 1.486 4.555
H 2.296 0.822 4.118
O -5.991 7.650 1.922
H -6.719 8.285 1.845
H -6.418 6.788 1.800
O -3.051 4.247 -1.743
H -3.662 3.531 -1.975
H -3.244 4.427 -0.811
O 1.834 4.582 4.847
H 2.157 5.223 4.197
H 2.252 3.749 4.583
O -5.988 5.680 -1.437
H -6.075 6.498 -1.949
H -5.093 5.370 -1.641
O -2.324 -2.519 -5.451
H -2.879 -2.396 -4.666
H -2.953 -2.768 -6.145
O -2.768 0.389 -3.492
H -2.043 0.302 -2.855
H -3.346 -0.362 -3.291
O 4.574 1.129 1.106
H 4.642 0.276 0.652
H 5.127 1.019 1.894
O 4.728 0.472 -3.197
H 3.959 0.006 -3.556
H 4.756 1.301 -3.699
O 6.066 4.075 1.310
H 5.338 4.711 1.232
H 5.639 3.214 1.187
O 0.305 -3.251 -3.646
H 0.414 -2.822 -4.508
H 1.024 -2.886 -3.109
O -8.623 9.468 2.032
H -9.269 9.070 1.429
H -9.165 9.841 2.743
O 3.527 6.113 6.803
H 2.881 5.715 6.200
H 2.985 6.486 7.514
O 4.178 3.235 -1.033
H 4.254 2.391 -0.564
H 3.660 3.018 -1.823
O -3.073 -5.585 4.923
H -3.719 -5.982 4.320
H -3.615 -5.211 5.634
O -5.702 -5.275 0.422
H -6.435 -5.591 0.971
H -5.469 -4.419 0.812
O 7.058 -1.706 -1.065
H 7.332 -1.803 -0.141
H 7.603 -0.977 -1.396
O -0.989 -7.572 -1.960
H -1.421 -7.687 -2.820
H -1.698 -7.246 -1.384
O -7.422 -3.026 0.296
H -8.191 -3.493 -0.064
H -7.395 -2.198 -0.207
O 6.943 -7.886 -2.593
H 5.980 -7.809 -2.520
H 7.269 -7.017 -2.313
O 2.736 5.843 -1.685
H 2.368 5.476 -2.502
H 3.389 5.184 -1.405
O 5.261 7.208 0.930
H 5.174 8.026 0.418
H 6.157 6.899 0.727
O -1.945 -5.438 -5.940
H -1.836 -5.008 -6.802
H -1.226 -5.072 -5.404
*
```

---

[2]
Below is C18H23K2N5O12S3Zn as an isolated structure in a non-equilibrium geometry, with properties calculated with the ωB97M-V functional and the def2-TZVPD basis.

Output
HOMO energy: -0.486 eV
LUMO: 0.049 Eh
orbital gap: 1.82 eV

ORCA input file:
```
! RIJCOSX wB97M-V def2-TZVPD def2/J DEFGRID3
* xyz -2 1
Zn -1.768 -1.589 1.590
K -4.347 3.251 -0.833
K -4.717 -0.596 -0.481
S -3.290 -4.237 0.477
O -2.188 -3.256 0.663
O -3.087 -5.108 -0.690
O -3.590 -5.018 1.684
O -4.533 -3.442 0.428
S -1.458 0.704 0.436
O -1.330 0.322 1.862
O -1.760 -0.629 -0.148
O -2.647 1.509 0.218
O -0.153 1.167 -0.033
S -3.750 -1.773 3.418
O -4.783 -2.802 3.237
O -2.378 -2.330 3.338
O -3.690 -0.983 2.143
O -4.053 -0.973 4.609
C 2.635 -3.263 2.534
C 1.441 -2.548 2.119
N 0.484 -2.012 1.800
H 2.468 -4.281 2.881
H 3.204 -2.721 3.286
H 3.219 -3.373 1.616
N 0.790 2.472 2.122
C 0.278 2.724 3.372
C 1.110 3.590 4.039
C 2.238 3.790 3.230
C 2.001 3.094 2.071
H 0.369 1.871 1.401
H -0.665 2.328 3.715
H 1.066 4.003 5.036
H 3.029 4.499 3.419
H 2.572 2.960 1.164
N 0.655 3.382 -1.727
C 0.016 4.458 -2.194
C 0.887 5.277 -2.867
C 2.135 4.680 -2.665
C 2.003 3.490 -2.007
H 0.287 2.520 -1.334
H -1.062 4.555 -2.142
H 0.707 6.240 -3.316
H 3.082 5.117 -2.952
H 2.739 2.741 -1.770
N -1.667 -1.800 -2.632
C -1.212 -0.955 -3.648
C -1.375 -1.639 -4.831
C -2.138 -2.803 -4.625
C -2.181 -2.879 -3.275
H -1.588 -1.702 -1.626
H -0.731 -0.014 -3.434
H -0.955 -1.327 -5.779
H -2.558 -3.524 -5.304
H -2.484 -3.719 -2.657
N 2.249 -0.549 -0.297
C 2.506 -1.697 -0.981
C 3.864 -1.820 -1.030
C 4.433 -0.694 -0.357
C 3.369 0.099 0.087
H 1.312 -0.240 -0.056
H 1.714 -2.352 -1.307
H 4.421 -2.604 -1.520
H 5.488 -0.587 -0.156
H 3.369 0.996 0.680
*
```

---

[3]
Below is a 2-piece molecular cluster, C17H19NO overall in a non-equilibrium geometry, with properties calculated with the ωB97M-V functional and the def2-TZVPD basis.

Output
HOMO energy: -7.863 eV
SMILES string: Cc1c[nH]c2ccccc12.CCc1ccc(O)cc1
energy above the lowest of the compared OMol25 structures with the same formula, charge and spin: 194.1 kJ/mol
LUMO: 0.021 Eh
orbital gap: 8.44 eV

ORCA input file:
```
! RIJCOSX wB97M-V def2-TZVPD def2/J DEFGRID3
* xyz 0 1
C 1.106 -2.514 -1.178
C 0.832 -2.740 0.333
C 1.728 -1.173 -1.422
C 1.011 0.008 -1.226
C 3.012 -1.068 -1.945
C 1.485 1.244 -1.545
C 3.546 0.198 -2.269
C 2.851 1.337 -1.951
O 3.464 2.535 -2.097
H 1.753 -3.323 -1.516
H 0.124 -2.517 -1.660
H -0.012 -2.104 0.609
H 0.055 -0.147 -0.722
H 3.544 -1.965 -2.238
H 1.171 2.223 -1.182
H 4.464 0.258 -2.830
H 2.941 3.264 -1.745
H 1.679 -2.355 0.904
H 0.696 -3.773 0.644
C 0.048 0.879 3.173
C -2.309 1.218 0.315
C -1.781 0.440 1.374
C -0.977 1.283 2.170
C -1.025 2.529 1.593
C -3.762 -0.496 -0.372
C -3.248 0.751 -0.637
C -3.294 -1.308 0.676
C -2.324 -0.865 1.531
N -1.772 2.483 0.425
H -4.681 -0.816 -0.850
H -3.373 1.370 -1.513
H -3.627 -2.333 0.752
H -1.865 -1.388 2.365
H -1.996 3.308 -0.099
H -0.428 3.355 1.943
H 0.058 1.542 4.032
H 0.995 0.804 2.625
H -0.088 -0.143 3.534
*
```

---

[4]
Below is a 2-piece molecular cluster, C4H5NO4 overall in a non-equilibrium geometry, with properties calculated with the ωB97M-V functional and the def2-TZVPD basis.

Output
HOMO energy (alpha / beta): -7.785 / -7.791 eV
SMILES string: COC(=O)O.N=C=C=O
energy above the lowest of the compared OMol25 structures with the same formula, charge and spin: 460.5 kJ/mol
LUMO (alpha / beta): -0.025 / -0.026 Eh
orbital gap (alpha / beta): 7.11 / 7.09 eV

ORCA input file:
```
! RIJCOSX wB97M-V def2-TZVPD def2/J DEFGRID3
* xyz 0 1
C -1.937 1.438 -0.073
C 3.073 0.588 0.533
C -0.606 -0.572 0.156
C 2.478 -0.417 -0.133
O -0.738 0.793 0.352
O -1.714 -1.077 -0.472
N 2.533 -1.534 -0.670
O 3.984 1.216 0.895
O -0.004 -1.309 0.897
H -1.849 -2.005 -0.235
H 1.621 -1.998 -0.697
H -2.124 1.330 -1.145
H -2.840 1.056 0.406
H -1.877 2.492 0.186
*
```

---

[5]
Below is an isolated ion of composition C8H13N2 and charge +1 in a non-equilibrium geometry, with properties calculated with the ωB97M-V functional and the def2-TZVPD basis.

Output
HOMO energy: -12.175 eV
SMILES string: Cn1cccc1C1([NH3+])CC1
energy above the lowest of the compared OMol25 structures with the same formula, charge and spin: 399.5 kJ/mol
LUMO: -0.109 Eh
orbital gap: 9.20 eV

ORCA input file:
```
! RIJCOSX wB97M-V def2-TZVPD def2/J DEFGRID3
* xyz 1 1
C -0.613 1.504 2.351
C -0.744 0.197 1.758
C 0.167 2.168 1.445
C -0.047 0.288 0.501
C 0.767 -2.254 -0.504
C 0.468 -1.496 -1.824
C -0.099 -1.060 -0.565
C 1.130 2.009 -0.760
N 0.528 1.443 0.395
N -1.539 -1.306 -0.496
H -1.062 1.955 3.295
H -1.006 -0.735 2.158
H 0.578 3.127 1.423
H 0.359 -3.236 -0.195
H 1.775 -2.083 -0.020
H 1.247 -1.021 -2.383
H -0.274 -1.911 -2.544
H 2.188 2.257 -0.494
H 1.152 1.314 -1.584
H 0.580 2.932 -1.044
H -2.103 -1.336 -1.313
H -1.816 -0.622 0.331
H -1.635 -2.134 0.067
*
```

---

[6]
Below is a 3-piece molecular cluster, C7H12N2O overall in a non-equilibrium geometry, with properties calculated with the ωB97M-V functional and the def2-TZVPD basis.

Output
HOMO energy: -8.921 eV
energy above the lowest of the compared OMol25 structures with the same formula, charge and spin: 514.7 kJ/mol
LUMO: 0.011 Eh
orbital gap: 9.23 eV

ORCA input file:
```
! RIJCOSX wB97M-V def2-TZVPD def2/J DEFGRID3
* xyz 0 1
C 2.367 -0.852 0.280
C 0.897 -0.727 0.670
C 0.659 -0.596 2.152
C -0.173 0.411 2.423
C -0.612 1.092 1.161
N 0.274 0.502 0.154
C -0.220 0.475 -1.189
C -1.308 -0.520 -1.465
N -2.424 -0.865 -1.109
H 2.942 -0.001 0.670
H 2.789 -1.786 0.679
H 2.478 -0.885 -0.813
H 0.363 -1.625 0.298
H 1.104 -1.277 2.877
H -0.425 0.785 3.415
H -1.680 0.887 0.949
H -0.497 2.188 1.203
H -0.663 1.467 -1.385
H 0.604 0.205 -1.870
O -2.025 0.324 -3.266
H -1.411 1.076 -3.314
H -3.037 -0.280 -2.523
*
```

---

[7]
Below is one molecule with the formula C3H4BN in a non-equilibrium geometry, with properties calculated with the ωB97M-V functional and the def2-TZVPD basis.

Output
HOMO energy (alpha / beta): -9.456 / -9.443 eV
energy above the lowest of the compared OMol25 structures with the same formula, charge and spin: 335.3 kJ/mol
LUMO (alpha / beta): -0.080 / -0.080 Eh
orbital gap (alpha / beta): 7.28 / 7.28 eV

ORCA input file:
```
! RIJCOSX wB97M-V def2-TZVPD def2/J DEFGRID3
* xyz 0 1
B -0.414 -0.595 -0.348
C -3.089 -0.271 0.636
C 0.316 0.737 -0.344
C -1.865 -0.407 0.029
N -3.834 -0.195 1.532
H 1.473 0.573 -0.839
H -0.018 -1.715 -0.616
H 0.700 0.974 0.711
H 0.412 1.669 -0.971
*
```

---

[8]
Below is C3H8N4S as an isolated structure in a non-equilibrium geometry, with properties calculated with the ωB97M-V functional and the def2-TZVPD basis.

Output
HOMO energy: -7.580 eV
energy above the lowest of the compared OMol25 structures with the same formula, charge and spin: 676.2 kJ/mol
LUMO: -0.016 Eh
orbital gap: 7.15 eV

ORCA input file:
```
! RIJCOSX wB97M-V def2-TZVPD def2/J DEFGRID3
* xyz 0 1
C 1.384 1.363 0.098
C -0.539 -0.406 -0.140
C -2.726 0.064 0.222
H 1.455 2.531 -0.420
H 2.387 0.630 -0.549
H 1.401 1.117 1.286
H -0.646 1.405 -0.819
H -0.168 -2.375 0.464
H 1.836 -0.458 -1.187
H 2.486 -1.451 0.569
H -2.618 0.762 1.280
N -0.049 0.825 -0.302
N 0.295 -1.467 0.166
N 1.635 -1.527 -0.331
N -1.789 -0.773 -0.139
S -4.343 -0.242 -0.198
*
```

---

[9]
Below is one molecule with the formula C4H5NS in a non-equilibrium geometry, with properties calculated with the ωB97M-V functional and the def2-TZVPD basis.

Output
HOMO energy: -9.169 eV
SMILES string: [H]/N=C1/C=CCS1
energy above the lowest of the compared OMol25 structures with the same formula, charge and spin: 145.7 kJ/mol
LUMO: 0.031 Eh
orbital gap: 10.01 eV

ORCA input file:
```
! RIJCOSX wB97M-V def2-TZVPD def2/J DEFGRID3
* xyz 0 1
C -0.004 1.185 -0.045
C -0.927 0.262 -0.036
C 1.661 0.343 -0.009
C -0.549 -1.182 0.011
N 2.676 1.041 0.015
S 1.274 -1.350 -0.022
H 0.017 2.249 -0.065
H -1.989 0.461 -0.055
H -0.906 -1.655 0.931
H -0.954 -1.733 -0.843
H 3.584 0.595 0.038
*
```

---

[10]
Below is a 14-piece molecular cluster, H28O14 overall in a non-equilibrium geometry, with properties calculated with the ωB97M-V functional and the def2-TZVPD basis.

Output
HOMO energy: -9.514 eV
energy above the lowest of the compared OMol25 structures with the same formula, charge and spin: 801.8 kJ/mol
LUMO: -0.012 Eh
orbital gap: 9.18 eV

ORCA input file:
```
! RIJCOSX wB97M-V def2-TZVPD def2/J DEFGRID3
* xyz 0 1
H -0.006 -0.140 1.683
H 0.014 0.332 0.238
H -1.670 4.284 0.025
H -2.608 4.096 -1.157
H -0.887 1.189 -3.655
H -2.103 1.030 -2.757
H -2.842 2.514 -2.023
H -2.968 1.268 -1.161
H 3.228 1.715 2.424
H 3.784 1.624 3.836
H 2.320 -1.384 -0.882
H 1.508 -0.118 -0.666
H 1.442 0.480 -2.863
H 0.345 -0.557 -2.685
H -1.609 -1.376 -2.741
H -0.948 -2.039 -1.543
H -1.879 -2.956 0.811
H -0.812 -3.801 0.136
H -3.631 -0.410 2.489
H -2.210 -0.855 2.183
H 5.077 0.610 1.534
H 4.682 -0.519 0.597
H 1.394 -4.166 -2.269
H 0.842 -3.217 -1.217
H -1.278 2.122 0.426
H -2.564 1.836 1.182
H 1.160 -1.258 4.258
H 1.500 0.028 3.522
O 0.566 -0.087 0.909
O -2.252 3.636 -0.388
O -1.203 0.707 -2.883
O -3.327 2.156 -1.271
O 3.383 1.090 3.141
O 2.310 -0.443 -1.090
O 0.533 0.380 -2.561
O -1.435 -2.240 -2.350
O -1.520 -3.176 -0.056
O -2.761 -0.503 2.892
O 4.937 0.411 0.602
O 1.577 -3.818 -1.389
O -1.829 2.458 1.142
O 1.741 -0.904 3.576
*
```

---

[11]
Below is a 2-piece molecular cluster, C4H8ClNSi overall in a non-equilibrium geometry, with properties calculated with the ωB97M-V functional and the def2-TZVPD basis.

Output
HOMO energy (alpha / beta): -8.454 / -7.201 eV
energy above the lowest of the compared OMol25 structures with the same formula, charge and spin: 373.3 kJ/mol
LUMO (alpha / beta): -0.019 / -0.008 Eh
orbital gap (alpha / beta): 7.94 / 6.97 eV

ORCA input file:
```
! RIJCOSX wB97M-V def2-TZVPD def2/J DEFGRID3
* xyz 0 1
C -0.670 -1.707 -1.533
C -1.868 0.333 0.556
C 0.974 -1.327 1.149
C 1.521 1.977 -0.809
N -0.592 -2.370 -2.499
Si -0.430 -0.694 -0.040
Cl 0.429 3.204 -1.046
H -1.535 1.399 0.633
H -2.684 0.407 -0.137
H -2.445 -0.238 1.376
H 1.498 -0.393 1.498
H 0.629 -1.716 1.973
H 1.626 -1.915 0.508
H 1.937 1.597 -1.702
H 1.609 1.442 0.074
*
```

---

[12]
Below is a 6-piece molecular cluster, C24H40BF2NO19S overall in a non-equilibrium geometry, with properties calculated with the ωB97M-V functional and the def2-TZVPD basis.

Output
HOMO energy: -10.690 eV
SMILES string: CC[C@H](F)N(B(O)OC)S(=O)(=O)F.C[C@@H]1COC(=O)O1.C[C@@H]1COC(=O)O1.C[C@@H]1COC(=O)O1.C[C@@H]1COC(=O)O1.C[C@@H]1COC(=O)O1
LUMO: 0.010 Eh
orbital gap: 10.97 eV

ORCA input file:
```
! RIJCOSX wB97M-V def2-TZVPD def2/J DEFGRID3
* xyz 0 1
C -5.356 -0.220 -2.904
C -4.266 0.740 -3.433
C -2.995 0.756 -2.621
F -2.570 -0.561 -2.511
N -3.053 1.258 -1.216
B -3.074 0.182 -0.160
O -4.235 -0.256 0.402
O -1.899 -0.332 0.280
C -0.715 0.475 0.095
S -4.087 2.481 -0.921
O -3.773 2.979 0.377
O -4.005 3.413 -1.996
F -5.526 1.922 -0.832
H -5.030 -0.823 -2.063
H -5.614 -0.916 -3.699
H -6.267 0.330 -2.694
H -3.973 0.360 -4.413
H -4.659 1.732 -3.632
H -2.181 1.278 -3.120
H -4.006 -0.594 1.273
H -0.427 0.502 -0.955
H -0.865 1.478 0.491
H 0.118 0.005 0.630
C 3.666 -2.980 4.410
C 2.929 -1.790 3.865
C 1.427 -1.884 3.967
O 1.001 -1.085 2.847
C 1.989 -1.121 1.926
O 1.872 -0.709 0.810
O 3.107 -1.667 2.430
H 4.743 -2.814 4.371
H 3.388 -3.172 5.446
H 3.451 -3.866 3.813
H 3.297 -0.873 4.323
H 1.039 -1.475 4.896
H 1.053 -2.902 3.832
C -1.763 5.426 0.730
C -0.869 6.384 -0.010
C -0.464 5.925 -1.392
O 0.812 6.559 -1.561
C 1.342 6.750 -0.328
O 2.464 7.077 -0.119
O 0.415 6.510 0.632
H -2.074 5.850 1.685
H -2.655 5.198 0.149
H -1.236 4.496 0.948
H -1.322 7.379 -0.046
H -1.155 6.246 -2.167
H -0.329 4.843 -1.454
C -1.094 -1.625 -8.138
C -2.460 -1.098 -8.499
C -2.756 0.296 -7.993
O -4.179 0.267 -7.835
C -4.540 -1.023 -7.616
O -5.616 -1.369 -7.256
O -3.499 -1.858 -7.855
H -0.926 -2.599 -8.595
H -0.315 -0.944 -8.480
H -1.007 -1.756 -7.059
H -2.619 -1.164 -9.579
H -2.467 1.076 -8.694
H -2.299 0.498 -7.021
C 3.063 4.421 5.575
C 2.942 2.975 5.166
C 1.946 2.169 5.971
O 2.501 0.847 5.900
C 3.840 0.976 5.719
O 4.621 0.084 5.808
O 4.163 2.253 5.427
H 3.740 4.951 4.907
H 2.091 4.913 5.542
H 3.473 4.502 6.582
H 2.731 2.900 4.096
H 0.944 2.185 5.549
H 1.903 2.473 7.019
C 4.795 -8.253 0.967
C 3.515 -7.548 1.340
C 3.564 -6.041 1.220
O 2.618 -5.628 2.215
C 2.568 -6.600 3.161
O 2.031 -6.484 4.213
O 3.219 -7.710 2.740
H 4.662 -9.334 1.007
H 5.104 -7.980 -0.042
H 5.590 -7.999 1.668
H 2.676 -7.958 0.772
H 3.265 -5.681 0.239
H 4.542 -5.626 1.474
*
```

---

Ordered E results: -158962.332; -164636.033; -21474.224; -13904.639; -11477.347; -12476.225; -5337.034; -20029.229; -16552.555; -29113.342; -26163.957; -82880.303; unit eV.